Molecular formula: C46H80N3O8
Method: DFT, wB97M-V/def2-TZVPD

Computed properties:
HOMO: -10.7 eV
net charge: +1
gap between HOMO and LUMO: 6.600 eV

XYZ file:
```
137
Properties=species:S:1:pos:R:3:mulliken_charge:R:1
C -7.227 1.651 1.055 -0.473
C -6.406 2.480 -0.102 -0.257
C -5.985 1.545 -1.402 -0.774
C -4.534 0.772 -1.098 0.184
N -3.288 1.537 -1.329 -1.131
N -2.103 0.933 -1.078 1.176
C -0.898 1.877 -1.319 -0.936
C -0.347 1.777 -2.891 0.711
C 1.244 1.848 -3.320 -0.537
C 1.750 1.794 -4.912 -0.300
C 0.686 1.678 -6.182 -0.430
C -0.929 1.581 -5.758 -0.469
C -1.422 1.636 -4.165 -0.238
C -1.704 -0.433 -0.623 -0.148
C -0.198 -1.038 -0.404 0.645
C 0.006 -2.359 -1.360 -1.066
C 0.391 -3.738 -0.563 0.008
C 1.503 -3.570 0.628 -0.353
C 0.900 -3.538 2.151 0.199
C -0.183 -4.716 2.501 -0.246
C 0.425 -6.240 2.514 0.143
O -0.737 -7.177 2.659 -0.415
C -1.351 -7.455 1.351 -0.319
C -2.966 -1.482 -0.294 -0.501
N -2.793 -2.901 0.198 -0.125
C -4.431 -0.754 -0.549 0.308
C -5.805 -1.620 -0.234 -0.644
C -5.947 -1.704 1.422 -0.105
O -7.190 -2.365 1.864 -0.336
C -7.270 -3.761 1.397 0.645
C -6.080 -4.887 1.479 -0.712
O -8.474 -4.146 0.891 -0.530
H -8.281 2.116 1.328 0.355
H -6.596 1.620 2.047 -0.065
H -7.430 0.555 0.678 0.075
H -7.163 3.294 -0.527 0.328
H -5.441 2.975 0.384 0.192
H -6.816 0.791 -1.735 0.354
H -5.827 2.306 -2.307 0.371
H -1.266 3.008 -1.209 0.375
H -0.052 1.742 -0.523 0.448
H 2.083 1.962 -2.511 0.282
H 2.896 1.878 -5.226 0.324
H 1.067 1.676 -7.288 0.329
H -1.677 1.484 -6.669 0.276
H -2.598 1.594 -4.010 0.189
H 0.682 -0.307 -0.637 0.309
H -0.109 -1.296 0.759 -0.173
H 0.874 -2.129 -2.145 0.370
H -0.980 -2.539 -1.968 0.404
H -0.601 -4.307 -0.226 -0.129
H 0.884 -4.461 -1.376 0.305
H 2.257 -4.494 0.580 0.119
H 2.194 -2.606 0.499 0.242
H 0.431 -2.516 2.482 0.348
H 1.829 -3.715 2.879 -0.383
H -0.556 -4.504 3.615 0.333
H -1.167 -4.691 1.843 -0.257
H 1.040 -6.371 3.528 -0.229
H 1.064 -6.494 1.561 0.239
H -0.535 -7.712 0.553 0.238
H -1.985 -6.536 0.942 -0.015
H -2.107 -8.354 1.427 0.274
H -2.563 -3.459 -0.679 0.393
H -3.699 -3.324 0.523 0.026
H -5.558 -2.736 -0.578 0.439
H -6.759 -1.196 -0.764 0.288
H -5.055 -2.329 1.910 0.324
H -5.846 -0.619 1.910 -0.096
H -5.469 -4.894 2.478 0.303
H -6.580 -5.965 1.376 0.339
H -5.335 -4.812 0.553 0.120
C -4.017 2.677 5.632 -0.577
C -3.027 2.621 4.497 -0.568
C -3.934 2.549 3.288 0.118
O -5.136 3.254 3.627 -0.423
C -5.132 3.510 5.038 -0.424
H -3.609 3.105 6.551 0.343
H -4.383 1.668 5.855 0.257
H -2.442 3.548 4.470 0.282
H -2.332 1.780 4.561 0.343
H -4.208 1.513 3.059 -0.069
H -3.483 2.996 2.398 0.174
H -4.948 4.580 5.183 0.266
H -6.110 3.264 5.460 0.284
C 5.864 -6.865 3.395 -0.538
C 4.799 -7.294 4.372 -0.621
C 3.986 -6.027 4.530 -0.330
O 4.076 -5.317 3.287 -0.175
C 5.102 -5.924 2.488 -0.593
H 6.326 -7.696 2.856 0.364
H 6.654 -6.318 3.923 0.244
H 4.181 -8.081 3.924 0.288
H 5.196 -7.667 5.319 0.359
H 4.401 -5.384 5.313 0.213
H 2.937 -6.230 4.763 0.185
H 4.612 -6.468 1.673 0.369
H 5.740 -5.148 2.056 0.277
C 5.198 6.020 -5.616 -0.362
C 4.583 5.813 -4.256 -0.484
C 3.735 4.579 -4.477 -0.236
O 4.391 3.799 -5.486 -0.397
C 5.421 4.598 -6.082 -0.568
H 6.117 6.611 -5.597 0.402
H 4.481 6.522 -6.276 0.103
H 5.368 5.600 -3.522 0.327
H 4.005 6.670 -3.900 0.267
H 2.740 4.842 -4.852 0.354
H 3.618 3.983 -3.568 0.045
H 6.386 4.213 -5.735 0.269
H 5.379 4.502 -7.171 0.273
C 6.822 -1.598 4.196 -0.658
C 5.807 -2.688 4.422 -0.071
C 4.542 -2.061 3.877 0.641
O 4.939 -1.169 2.826 -0.408
C 6.363 -1.006 2.882 -0.482
H 7.854 -1.957 4.165 0.343
H 6.744 -0.847 4.992 0.289
H 6.072 -3.571 3.829 -0.190
H 5.715 -2.994 5.468 0.425
H 4.030 -1.469 4.642 0.292
H 3.842 -2.804 3.484 -0.733
H 6.795 -1.545 2.031 0.266
H 6.617 0.054 2.787 0.313
C 1.779 10.368 -5.375 -0.560
C 0.899 9.441 -4.577 -0.587
C 1.349 8.080 -5.063 -0.366
O 2.733 8.202 -5.417 -0.278
C 3.078 9.594 -5.440 -0.481
H 1.895 11.358 -4.927 0.328
H 1.368 10.493 -6.384 0.257
H 1.120 9.548 -3.509 0.282
H -0.170 9.614 -4.724 0.347
H 0.800 7.777 -5.961 0.257
H 1.230 7.303 -4.303 0.221
H 3.704 9.797 -4.565 0.288
H 3.655 9.816 -6.341 0.286
```

Molecular formula: C4H4O2
Method: DFT, wB97M-V/def2-TZVPD

Computed properties:
HOMO: -10.2 eV
net charge: 0
energy above the lowest of the compared OMol25 structures with the same formula, charge and spin: 360.6 kJ/mol
gap between HOMO and LUMO: 10.693 eV

XYZ file:
```
10
Properties=species:S:1:pos:R:3:mulliken_charge:R:1
C 0.025 0.357 0.317 0.226
C -0.892 -0.821 0.268 -0.125
C 1.476 0.049 0.004 -0.349
C 2.672 -0.335 -0.204 -0.177
H -1.107 1.201 -0.954 0.360
H -0.112 0.528 1.386 0.226
H -0.601 -1.586 0.799 0.492
H 3.536 -0.933 -0.434 0.400
O -0.675 1.396 -0.046 -0.531
O -2.001 -0.734 -0.343 -0.522
```

Molecular formula: C3H3NO2S2
Method: DFT, wB97M-V/def2-TZVPD

Computed properties:
HOMO: -8.9 eV
net charge: 0
energy above the lowest of the compared OMol25 structures with the same formula, charge and spin: 390.5 kJ/mol
gap between HOMO and LUMO: 8.185 eV

XYZ file:
```
11
Properties=species:S:1:pos:R:3:mulliken_charge:R:1
C -0.808 -0.643 0.098 0.158
C -0.534 0.109 -1.200 -0.311
C 0.515 0.010 0.565 0.801
N 0.619 0.777 -0.577 -0.246
O -1.597 -1.457 0.428 -0.491
O -0.148 0.928 1.980 -0.592
S 2.104 -0.655 0.973 -0.163
S 2.292 0.244 -0.947 -0.034
H -0.252 -0.600 -1.928 0.304
H -1.251 0.867 -1.364 0.274
H -0.940 0.420 1.973 0.299
```

Molecular formula: C20H34CoN2OP2SSbSe4
Method: DFT, wB97M-V/def2-TZVPD

Computed properties:
HOMO (alpha / beta): -10.5 / -10.4 eV
net charge: +1
2S+1: 4
⟨S²⟩: 3.786
gap between HOMO and LUMO (alpha / beta): 6.934 / 5.082 eV

XYZ file:
```
66
Properties=species:S:1:pos:R:3:mulliken_charge:R:1
Co -0.884 -0.869 1.073 -0.442
C -3.040 1.214 -0.973 -1.359
P -1.528 0.938 -0.008 1.660
C -0.245 1.387 -1.217 0.067
N -0.459 2.369 -2.052 -0.317
C 0.548 2.721 -2.876 0.096
C 0.380 3.771 -3.799 -0.466
C 1.424 4.132 -4.605 -0.581
C 2.663 3.466 -4.533 -0.601
C 2.859 2.439 -3.652 -0.523
C 1.809 2.047 -2.801 0.163
N 1.990 1.033 -1.934 -0.241
C 0.983 0.691 -1.175 -0.281
P 1.109 -0.731 -0.045 1.496
C 2.737 -0.416 0.732 -1.686
C 1.395 -2.177 -1.214 1.685
C 2.570 -1.970 -2.161 -1.812
C 1.628 -3.410 -0.342 -1.438
C 0.089 -2.300 -1.996 -1.215
C -1.388 2.341 1.241 1.600
C -2.413 2.166 2.357 -1.539
C 0.020 2.208 1.829 -1.469
C -1.602 3.694 0.568 -1.765
H -2.921 2.154 -1.519 0.498
H -3.912 1.247 -0.319 0.277
H -3.160 0.391 -1.685 0.318
H -0.576 4.268 -3.854 0.481
H 1.306 4.941 -5.310 0.420
H 3.464 3.772 -5.188 0.418
H 3.798 1.910 -3.588 0.484
H 3.440 -0.155 -0.060 0.465
H 3.073 -1.303 1.270 0.405
H 2.659 0.418 1.429 0.405
H 3.513 -1.893 -1.625 0.375
H 2.441 -1.078 -2.770 0.355
H 2.633 -2.827 -2.829 0.497
H 2.640 -3.413 0.059 0.344
H 1.491 -4.321 -0.921 0.472
H 0.921 -3.439 0.487 -0.036
H -0.064 -1.438 -2.647 0.263
H -0.755 -2.363 -1.302 -0.169
H 0.080 -3.198 -2.611 0.546
H -2.198 1.277 2.955 0.168
H -3.426 2.087 1.967 0.264
H -2.377 3.026 3.025 0.544
H 0.170 1.184 2.205 -0.026
H 0.156 2.896 2.661 0.622
H 0.783 2.418 1.079 0.273
H -2.645 3.821 0.285 0.387
H -0.980 3.811 -0.318 0.328
H -1.348 4.487 1.269 0.500
C -0.380 -1.460 4.786 -0.881
S 0.610 -2.423 3.584 0.395
C 0.038 -4.068 4.103 -1.031
O -0.079 -2.209 2.252 -0.056
H -1.438 -1.581 4.572 0.191
H -0.105 -0.412 4.693 0.257
H -0.159 -1.808 5.788 0.512
H 0.419 -4.256 5.101 0.480
H 0.437 -4.812 3.416 0.324
H -1.046 -4.110 4.099 0.290
Se -1.617 -5.017 0.864 -0.451
Sb -3.385 -3.335 0.537 0.750
Se -3.689 -2.576 -1.797 -0.211
Se -5.529 -4.169 1.516 -0.203
Se -2.924 -1.186 1.927 -0.278
```

Molecular formula: C17H25ClN2Os
Method: DFT, wB97M-V/def2-TZVPD

Computed properties:
HOMO (alpha / beta): -13.3 / -15.8 eV
net charge: +2
2S+1: 5
⟨S²⟩: 6.021
energy above the lowest of the compared OMol25 structures with the same formula, charge and spin: 37.6 kJ/mol
gap between HOMO and LUMO (alpha / beta): 6.459 / 5.526 eV

XYZ file:
```
46
Properties=species:S:1:pos:R:3:mulliken_charge:R:1
C 0.282 0.871 -4.520 1.087
C 1.671 1.413 -4.911 -1.364
C 0.035 -0.514 -5.107 -1.400
C -0.859 1.851 -4.883 -1.389
Cl 0.394 0.828 -2.718 -0.188
H 0.053 -0.479 -6.229 0.364
H -0.940 -0.904 -4.780 0.357
H 0.806 -1.216 -4.758 0.358
H 1.751 1.624 -5.989 0.391
H 2.429 0.660 -4.624 0.345
H 1.870 2.319 -4.319 0.397
H -0.885 2.079 -5.971 0.382
H -0.744 2.778 -4.289 0.370
H -1.827 1.398 -4.583 0.347
C 1.637 -1.046 1.473 -0.865
C 0.932 -2.148 1.032 -0.455
C 0.905 -2.064 -0.446 -0.509
H 0.451 -2.929 1.595 0.571
C 1.892 -1.133 -0.817 -0.486
C 2.290 -0.414 0.314 -0.381
H 2.972 0.409 0.345 0.479
H 1.733 -0.708 2.490 0.863
H 0.357 -2.750 -1.082 0.609
H 2.213 -0.935 -1.846 0.636
C -1.880 0.567 1.398 -0.393
C -1.859 -0.784 1.763 -0.254
C -1.920 -1.565 0.594 -0.570
H -1.896 -1.201 2.792 0.409
C -2.023 -0.674 -0.517 -0.178
C -1.937 0.662 -0.019 -0.554
H -1.920 1.555 -0.657 0.486
H -1.903 1.404 2.089 0.565
H -1.868 -2.634 0.557 0.621
H -1.964 -1.018 -1.579 0.341
Os -0.263 -0.389 0.518 0.700
C -1.130 1.008 5.734 -0.799
N 0.074 0.606 5.006 -0.031
C 1.012 -0.363 5.601 -0.835
C 0.188 0.942 3.749 0.688
N 0.450 1.388 2.663 -0.659
H -0.978 0.789 6.797 0.291
H -2.007 0.469 5.361 0.330
H -1.321 2.067 5.535 0.346
H 0.918 -1.350 5.123 0.336
H 2.045 -0.007 5.446 0.337
H 0.763 -0.463 6.667 0.302
```

Molecular formula: C7H19NO3
Method: DFT, wB97M-V/def2-TZVPD

Computed properties:
HOMO: -8.7 eV
net charge: 0
energy above the lowest of the compared OMol25 structures with the same formula, charge and spin: 177.5 kJ/mol
gap between HOMO and LUMO: 9.602 eV

XYZ file:
```
30
Properties=species:S:1:pos:R:3:mulliken_charge:R:1
C 9.419 -23.995 18.629 -0.489
O 10.008 -24.325 19.830 -0.546
H 8.520 -24.609 18.574 0.194
H 9.198 -22.936 18.502 0.260
H 10.129 -24.291 17.856 0.224
H 10.343 -25.224 19.782 0.287
C 11.174 -29.361 17.871 -0.847
O 11.173 -27.996 18.334 -0.279
C 11.991 -27.722 19.495 -0.626
C 11.159 -28.136 20.742 -0.683
N 9.985 -27.198 20.951 -0.229
C 8.834 -27.460 20.114 -0.674
C 8.252 -28.938 20.181 -0.636
O 8.010 -29.413 21.461 -0.348
C 6.947 -28.754 22.221 -0.805
H 10.547 -29.578 17.006 0.311
H 10.767 -30.123 18.536 0.302
H 12.200 -29.672 17.675 0.349
H 12.221 -26.657 19.480 0.363
H 12.925 -28.282 19.539 0.398
H 11.842 -28.008 21.582 0.461
H 10.877 -29.184 20.841 0.344
H 9.717 -27.180 21.925 0.268
H 9.009 -27.314 19.048 0.337
H 7.976 -26.842 20.375 0.588
H 9.042 -29.620 19.865 0.126
H 7.419 -29.057 19.488 0.404
H 5.928 -28.916 21.870 0.333
H 6.881 -27.668 22.297 0.315
H 6.930 -29.158 23.233 0.299
```

Molecular formula: C8H9O2S2
Method: DFT, wB97M-V/def2-TZVPD

Computed properties:
HOMO (alpha / beta): -12.9 / -12.9 eV
net charge: +1
energy above the lowest of the compared OMol25 structures with the same formula, charge and spin: 129.5 kJ/mol
gap between HOMO and LUMO (alpha / beta): 5.591 / 5.590 eV

XYZ file:
```
21
Properties=species:S:1:pos:R:3:mulliken_charge:R:1
C -0.057 1.083 -2.096 -0.988
C -1.256 0.818 -2.684 -0.274
C 0.188 0.109 -0.993 0.478
C -0.874 -0.831 -0.852 -0.227
C 0.794 0.714 1.328 -0.672
C 1.295 0.198 -0.017 0.224
C -0.304 -0.127 1.926 -0.184
C -1.515 0.333 2.204 -0.918
O 2.641 -3.239 -0.392 -0.318
O 2.028 -0.998 0.025 -0.163
S -2.175 -0.551 -2.053 -0.080
S 1.524 -2.343 -0.464 0.959
H 0.617 1.879 -2.399 0.363
H -1.590 1.438 -3.547 0.409
H 1.512 0.685 2.123 0.407
H 0.459 1.791 1.256 0.401
H 2.096 0.930 -0.436 0.324
H -0.259 -1.127 2.219 0.480
H -0.968 -1.763 -0.087 0.187
H -1.930 1.322 2.352 0.291
H -2.226 -0.320 2.589 0.298
```

Molecular formula: C3H8O3S
Method: DFT, wB97M-V/def2-TZVPD

Computed properties:
HOMO (alpha / beta): -4.5 / -11.3 eV
net charge: 0
2S+1: 3
⟨S²⟩: 2.005
energy above the lowest of the compared OMol25 structures with the same formula, charge and spin: 0.0 kJ/mol
gap between HOMO and LUMO (alpha / beta): 5.058 / 8.575 eV

XYZ file:
```
15
Properties=species:S:1:pos:R:3:mulliken_charge:R:1
C -1.920 0.386 -0.983 -1.255
C -0.859 -0.117 -0.118 -0.245
C 2.037 0.520 0.515 0.580
O 2.596 -0.578 0.025 -0.374
O 1.794 1.620 0.140 -0.475
O 1.762 0.012 1.760 -0.415
S -1.300 -1.386 1.132 -0.100
H -2.476 -0.269 -1.580 0.438
H -2.760 0.745 -0.415 0.374
H -1.476 1.115 -1.646 0.339
H -0.355 0.806 0.285 0.253
H 0.016 -0.625 -0.796 0.161
H 2.655 -0.592 -0.865 0.327
H 1.670 0.660 2.500 0.337
H -1.383 -2.296 0.046 0.055
```

Asked for E_tot across the records above, the calculation gives -2565.81134; -305.14213; -1117.57735; -13276.68987; -1322.28132; -558.47563; -1256.67659; -742.81459 Ha in order.